1.
16
Properties=species:S:1:pos:R:3:forces:R:3 method="wB97M-V/def2-TZVPD" orbital_gap_ev="6.82 / 7.10" homo_energy_ev="-8.835 / -8.961"
C -2.3625 0.4294 -1.9064 0.3 0.2 -0.8
C -2.0276 -1.2134 -0.1151 1.1 -0.1 0.1
C -2.8274 -0.2462 -0.7787 -0.2 0.3 1.0
C -0.0614 0.0585 -0.1012 0.7 -0.8 -0.8
C 1.3160 -0.0154 0.5423 -0.3 0.1 -0.2
N -1.9724 0.9881 -2.8347 0.1 0.1 -0.1
N -0.7772 -1.1330 0.1459 -0.7 -0.6 0.0
N -0.7489 1.2059 0.4679 -1.2 1.4 0.6
N -1.9364 1.3882 0.4996 2.1 -2.0 -1.0
S -3.0229 2.3056 1.0600 -1.7 1.5 0.8
Cl -2.8465 -2.6005 0.5229 -0.3 -0.2 0.0
H -3.8979 -0.2442 -0.6257 0.0 0.0 0.1
H 0.0444 0.2680 -1.1797 -0.1 0.1 0.2
H 1.8619 -0.8282 0.0774 0.1 -0.1 0.0
H 1.2190 -0.2096 1.6050 0.0 -0.1 0.1
H 1.8400 0.9220 0.3966 0.2 0.1 0.0


2.
9
Properties=species:S:1:pos:R:3:forces:R:3 method="wB97M-V/def2-TZVPD" orbital_gap_ev=12.29 homo_energy_ev=-11.470 smiles=O.O.O
O 0.7538 0.8070 1.1444 -0.5 0.2 0.1
H 0.2281 1.0893 0.3644 0.2 0.0 0.0
H 0.1378 0.9798 1.8684 0.3 0.0 0.1
O -0.7844 0.7656 -1.1286 -0.5 -0.2 -0.1
H -0.5913 -0.1835 -0.9386 -0.2 0.3 0.0
H -1.7511 0.8233 -1.1990 0.5 0.0 0.0
O 0.1068 -1.5791 -0.0292 2.5 -0.1 -1.4
H 0.4496 -0.9611 0.6712 -0.2 -0.4 -0.7
H 0.9179 -1.6960 -0.6598 -2.2 0.2 1.9


3.
96
Properties=species:S:1:pos:R:3:forces:R:3 method="wB97M-V/def2-TZVPD" orbital_gap_ev=11.32 homo_energy_ev=-10.983 smiles="COC(=O)OC.COC(=O)OC.COC(=O)OC.O=C1OCCO1.O=C1OCCO1.O=C1OCCO1.O=C1OCCO1.O=C1OCCO1.O=C1OCCO1"
C -0.6130 3.2616 -2.1083 0.1 -0.5 0.3
O 0.0332 4.2419 -2.9298 -0.4 -0.2 0.4
C 0.0195 3.9502 -4.2117 1.2 0.8 -0.5
O -0.4620 2.9912 -4.7376 -0.7 -0.7 -0.3
O 0.7366 4.8872 -4.8457 -0.1 0.1 0.4
C 0.9453 4.7192 -6.2356 0.2 -0.1 -0.5
H -0.3279 2.2460 -2.3882 0.2 0.2 -0.1
H -1.6977 3.2958 -2.1961 0.0 0.3 0.0
H -0.2704 3.4514 -1.0955 -0.2 0.2 0.0
H 1.8347 4.1199 -6.4478 0.0 -0.1 0.3
H 1.1364 5.7176 -6.6200 -0.2 0.0 -0.1
H 0.1078 4.2301 -6.7305 -0.1 0.2 0.1
C -5.9515 0.6365 5.2853 -0.4 0.1 0.3
O -4.5460 0.6969 5.5212 0.0 0.3 0.1
C -3.8632 -0.4290 5.3487 0.3 -0.9 0.0
O -4.3244 -1.5320 5.1962 -0.3 0.2 -0.2
O -2.5674 -0.1480 5.3812 -0.4 0.5 -0.1
C -1.6518 -1.1504 4.9329 -0.3 0.0 -0.4
H -6.3619 1.5207 5.7680 0.1 0.2 -0.3
H -6.4565 -0.2086 5.7509 0.4 -0.3 -0.1
H -6.1303 0.6304 4.2118 -0.1 0.0 0.0
H -2.0822 -1.8558 4.2211 -0.4 0.1 0.1
H -1.3279 -1.7223 5.7983 0.5 0.2 -0.1
H -0.9362 -0.5445 4.3824 0.7 -0.4 0.5
C -5.0572 -2.2485 -3.3066 0.2 0.6 -0.1
O -5.3169 -2.3551 -1.9099 -0.8 -0.5 -0.1
C -4.4384 -1.8317 -1.0823 0.0 0.3 0.2
O -3.4662 -1.2014 -1.3819 0.6 0.3 -0.2
O -4.8417 -2.0885 0.1618 0.0 0.0 0.1
C -4.0794 -1.5013 1.2042 0.1 -0.2 1.1
H -4.9276 -1.2052 -3.5988 0.2 0.0 0.1
H -5.9443 -2.6026 -3.8210 0.1 -0.4 0.1
H -4.1564 -2.8076 -3.5479 -0.1 -0.1 -0.2
H -4.0590 -0.4120 1.1955 -0.1 0.0 -0.4
H -3.0526 -1.8580 1.2946 0.0 -0.2 -0.6
H -4.5659 -1.8339 2.1206 -0.1 0.1 0.0
O 3.0792 -2.1452 -5.5497 0.2 0.1 0.4
C 3.5959 -2.3323 -4.4856 -0.4 -0.7 -0.8
O 3.7252 -3.5462 -3.9108 -0.4 0.0 0.0
C 4.1930 -3.4049 -2.5716 0.3 0.4 0.5
C 4.6744 -1.9574 -2.5178 0.4 0.8 -0.2
O 4.1373 -1.3883 -3.7276 0.2 0.6 0.4
H 3.4126 -3.5005 -1.8135 -0.1 -0.5 -0.5
H 4.9873 -4.1346 -2.4370 0.0 0.0 0.2
H 5.7571 -1.8159 -2.5287 0.0 -0.2 -0.2
H 4.2915 -1.3370 -1.7081 -0.2 -0.4 0.2
O 2.7266 1.5745 -1.1269 0.1 -0.2 0.2
C 2.3896 1.3150 -2.2446 -0.7 0.3 0.3
O 2.8370 1.9324 -3.3272 0.3 0.0 -0.4
C 2.3021 1.2926 -4.5036 0.3 0.5 -0.3
C 1.1719 0.4405 -3.9569 -0.9 0.7 -0.5
O 1.4111 0.4378 -2.5492 0.5 -0.8 0.4
H 1.9272 2.0858 -5.1488 0.0 -0.1 -0.1
H 3.1231 0.7722 -4.9914 -0.2 -0.3 0.0
H 1.0707 -0.5341 -4.4292 0.4 -0.3 0.5
H 0.2154 0.9569 -4.0840 0.2 -0.1 -0.2
O 2.5440 -9.1527 1.1042 -0.1 -0.6 0.1
C 2.8487 -8.0264 0.9421 -0.2 0.9 0.2
O 3.3596 -7.5083 -0.1927 0.0 -0.2 0.9
C 3.6446 -6.1355 0.0347 0.6 0.5 -1.2
C 3.1531 -5.7853 1.4310 0.9 0.2 -0.5
O 2.6926 -7.0494 1.9020 -0.5 0.2 -0.1
H 4.7194 -5.9857 -0.0848 0.0 0.0 -0.1
H 3.1088 -5.6116 -0.7571 0.1 0.3 0.2
H 2.5022 -4.9147 1.3136 -1.1 -0.8 0.5
H 3.9284 -5.4077 2.0993 0.3 -0.4 0.0
O -0.1696 1.6183 3.9490 -1.6 1.4 0.0
C -1.2021 2.2701 3.8453 1.6 -2.2 -0.3
O -2.1724 1.9223 2.9959 -0.3 -0.3 -0.5
C -3.1333 2.9742 2.8939 0.2 0.5 0.2
C -2.8248 3.8456 4.1427 0.7 0.0 -1.0
O -1.5385 3.3317 4.5298 0.2 0.7 1.1
H -2.8980 3.5465 1.9958 -0.1 -0.1 -0.1
H -4.1253 2.5402 2.8137 0.0 0.0 0.2
H -3.5171 3.8230 4.9786 0.0 -0.3 0.0
H -2.5918 4.8650 3.8412 -0.5 0.1 0.1
O 1.7499 -2.9264 -0.6681 -0.2 -0.1 0.0
C 1.2572 -1.9749 -0.1387 0.0 1.1 0.3
O 0.0295 -1.4912 -0.3553 -0.5 -0.6 -0.1
C -0.2413 -0.3381 0.4636 0.6 -0.3 -0.1
C 1.0160 -0.2740 1.3324 -0.7 1.2 0.1
O 1.9146 -1.1875 0.7480 0.2 -0.8 -0.2
H -0.3205 0.5308 -0.1869 -0.1 -0.1 0.0
H -1.1514 -0.4665 1.0425 -0.1 -0.2 -0.2
H 0.8317 -0.5072 2.3807 0.1 -0.1 -0.1
H 1.3796 0.7399 1.2283 0.5 -0.2 0.3
O -0.1326 4.5784 1.1927 0.5 0.3 0.2
C 0.9576 4.2017 1.5320 -1.3 0.3 -0.1
O 1.2858 2.9194 1.5088 0.8 -0.2 -0.4
C 2.5956 2.7819 2.0644 0.1 -0.3 1.3
C 3.1250 4.2141 2.1584 0.6 -1.2 -1.5
O 1.9492 4.9698 2.0124 -0.8 0.9 0.4
H 2.4297 2.4096 3.0798 0.2 -0.3 -0.1
H 3.2108 2.0847 1.5030 -0.1 0.1 -0.3
H 3.7344 4.4487 1.2771 0.3 0.0 0.4
H 3.6849 4.3559 3.0794 -0.3 0.5 0.0


4.
31
Properties=species:S:1:pos:R:3:forces:R:3 method="wB97M-V/def2-TZVPD" orbital_gap_ev="6.34 / 9.45" homo_energy_ev="-8.632 / -9.802"
C -0.2040 -0.0456 1.0526 0.2 -0.1 -0.6
C 0.9367 -0.9051 -1.9222 -0.2 0.3 0.5
C -1.4014 0.7677 0.5417 -0.3 -0.8 1.2
C -2.2706 0.0070 -0.4175 0.5 1.3 -0.8
C -2.2425 1.2889 1.7122 -0.3 0.0 -0.1
C -2.6347 0.5180 -1.7577 -0.4 -0.2 -0.1
C 2.6139 0.8973 -0.0514 -0.5 -0.3 -0.1
C 1.9782 -2.0569 0.5597 -0.4 1.0 -0.1
N -0.8546 1.9370 -0.2072 0.1 0.5 -0.4
N -2.7751 -1.2143 -0.0429 -0.5 -1.5 0.6
O -0.0312 1.7018 -1.0666 0.2 0.0 -0.2
O -2.6070 -1.6060 1.1214 -0.1 0.1 -0.2
O -1.2555 3.0375 0.0638 -0.2 0.5 0.1
O -3.3765 -1.8824 -0.8885 0.1 0.1 0.0
Si 1.2448 -0.4204 -0.1597 1.0 -0.9 0.4
H 0.2206 0.4926 1.9018 0.1 0.1 0.0
H -0.6033 -0.9757 1.4557 0.2 0.1 -0.1
H 0.1113 -1.5161 -2.2439 -0.2 -0.2 -0.1
H 1.6586 -0.6679 -2.6846 0.1 0.1 -0.2
H -2.6561 0.4381 2.2465 0.1 0.0 0.0
H -3.0546 1.9149 1.3493 -0.1 0.0 0.1
H -1.6292 1.8735 2.3935 0.1 0.0 -0.1
H -1.8516 0.2865 -2.4862 0.1 0.0 0.0
H -2.7801 1.5985 -1.7613 0.1 0.0 0.1
H -3.5486 0.0258 -2.0894 0.1 0.1 0.0
H 2.5288 1.5141 0.8377 -0.1 0.1 0.2
H 3.5910 0.4278 -0.0253 0.2 -0.2 0.0
H 2.5800 1.5549 -0.9120 0.0 0.2 -0.2
H 1.3935 -2.9196 0.2639 -0.2 -0.2 -0.1
H 2.9941 -2.1943 0.2084 0.2 -0.1 -0.1
H 1.9908 -2.0085 1.6419 0.1 -0.1 0.4


5.
41
Properties=species:S:1:pos:R:3:forces:R:3 method="wB97M-V/def2-TZVPD" orbital_gap_ev="6.47 / 5.63" total_charge=+3 spin_multiplicity=2 homo_energy_ev="-18.337 / -18.342" s_squared=0.84
Ir -0.2128 -0.0921 -0.1148 1.5 -1.5 1.1
N 1.9585 0.5925 0.3934 -0.7 0.7 -0.3
C 2.1572 0.5260 1.8579 0.0 -0.2 0.1
C 1.6171 -0.8031 2.3188 0.1 0.0 0.0
N 0.1861 -0.9186 1.8984 -0.1 -0.1 -0.1
C -0.1901 -2.3717 1.8534 -0.1 0.0 0.0
C -1.4913 -2.5465 1.1080 0.2 -0.1 0.0
N -1.2974 -1.9086 -0.2272 -0.9 0.5 -0.3
C -0.6676 -0.1808 2.8968 0.0 0.0 0.0
C -1.8103 0.5392 2.2186 0.0 0.1 0.1
N -1.2106 1.2332 1.0479 -0.2 0.3 -0.3
H 2.5974 -0.0432 -0.0862 -0.1 -0.1 0.0
H 2.2421 1.5150 0.0757 0.0 0.0 0.0
H 1.6156 1.3618 2.3041 0.1 0.0 0.0
H 3.2058 0.6399 2.1369 0.0 0.0 -0.1
H 1.7074 -0.9335 3.3992 0.0 0.0 0.0
H 2.1741 -1.6136 1.8465 0.0 0.0 0.0
H -0.2493 -2.7776 2.8653 0.0 0.0 0.0
H 0.6076 -2.9057 1.3337 0.0 0.0 0.0
H -2.3304 -2.0639 1.6004 0.0 -0.1 0.0
H -1.7438 -3.6000 0.9816 0.0 0.0 0.0
H -2.1853 -1.8711 -0.7319 0.0 0.0 0.0
H -0.7086 -2.5194 -0.8033 0.0 0.0 0.0
H -0.0385 0.5556 3.3969 0.0 0.0 0.0
H -1.0268 -0.8590 3.6723 0.0 0.0 -0.1
H -2.2757 1.2600 2.8938 0.0 0.0 0.0
H -2.5932 -0.1129 1.8415 0.0 0.0 0.0
H -0.5696 1.9636 1.3671 0.0 0.0 0.0
H -1.9280 1.7159 0.5039 0.0 0.0 0.0
Cl 1.1822 2.5064 -1.7781 0.2 0.4 0.0
C 0.0937 2.5723 -3.0963 0.0 0.1 -0.2
C 0.2448 3.5495 -4.0380 0.0 0.0 0.2
C -0.6164 3.5879 -5.1577 -0.1 -0.1 0.0
C -1.6092 2.6441 -5.3298 0.0 0.0 0.0
C -1.7704 1.6456 -4.3861 0.0 -0.1 0.0
Cl -2.9971 0.5039 -4.6108 0.0 0.0 0.0
C -0.9017 1.5697 -3.2154 -0.2 -0.2 -0.1
S -1.1680 0.2446 -2.1764 0.3 0.3 -0.1
H 1.0260 4.2911 -3.9371 0.0 0.0 0.0
H -0.4869 4.3756 -5.8891 0.0 0.0 0.0
H -2.2663 2.6750 -6.1881 0.0 0.0 0.0


Summary of relative energy (zero: lowest compared OMol25 entry of this formula, charge and spin) in kJ/mol
80.8, 16.4, 29.1, 236.3, 209.0
(order as listed above)